# 1
Here is a gas-phase ion, C9H13N2O3S (charge +1) in a non-equilibrium geometry from the Open Molecules 2025 dataset. Energies are from the ωB97M-V functional and the def2-TZVPD basis.

Bonds (Å) are listed after each position.
Geometry (Å):
1 N -5.429 1.208 -0.523  C11 1.346, H14 0.938, H23 1.084
2 C -1.691 0.928 -0.014  C4 1.343, H26 1.099, N28 1.353
3 C 3.071 -0.179 -0.855  O16 1.421, H17 1.074, H18 1.069, C19 1.555
4 C -2.901 1.494 -0.160  C2 1.343, C11 1.644, H22 1.024
5 H 0.284 -1.740 -0.453  C7 1.089
6 O 0.701 0.195 -0.758  C7 1.401, C19 1.453
7 C 0.042 -0.781 0.001  H5 1.089, O6 1.401, C20 1.543, N28 1.515
8 O -2.007 -2.547 0.046  C13 1.172
9 C 1.762 0.150 1.360  H10 1.167, H12 1.109, C19 1.474, C20 1.563
10 H 1.508 1.109 1.976  C9 1.167
11 C -4.251 0.578 -0.356  N1 1.346, C4 1.644, S15 1.667
12 H 2.743 -0.113 1.805  C9 1.109
13 C -2.349 -1.429 -0.041  O8 1.172, S15 1.849, N28 1.385
14 H -5.497 2.143 -0.540  N1 0.938
15 S -4.159 -1.078 -0.188  C11 1.667, C13 1.849
16 O 2.619 -1.473 -1.233  C3 1.421, H21 0.933
17 H 3.214 0.443 -1.719  C3 1.074
18 H 4.000 -0.259 -0.332  C3 1.069
19 C 1.932 0.519 -0.057  C3 1.555, O6 1.453, C9 1.474, H27 1.161
20 C 0.529 -0.804 1.465  C7 1.543, C9 1.563, H24 1.061, H25 1.090
21 H 3.276 -1.985 -1.652  O16 0.933
22 H -3.077 2.495 -0.035  C4 1.024
23 H -6.322 0.673 -0.826  N1 1.084
24 H -0.242 -0.484 2.120  C20 1.061
25 H 0.701 -1.868 1.635  C20 1.090
26 H -0.811 1.573 -0.141  C2 1.099
27 H 2.103 1.662 -0.168  C19 1.161
28 N -1.424 -0.398 -0.026  C2 1.353, C7 1.515, C13 1.385

Values from the calculation:
* F_max: 0.12344 Eh/bohr
* total charge: +1
* electronic energy: -1083.867508 a.u.
* lowest unoccupied orbital energy: -0.16291 hartree

***

# 2
Here is C9H13N3 in the gas phase in a non-equilibrium geometry from the Open Molecules 2025 dataset. Energies are from the ωB97M-V functional and the def2-TZVPD basis.

Bonds (Å) are listed after each position.
Geometry (Å):
1 H 2.526 0.507 -0.767  C14 1.157
2 N -0.937 -1.417 2.197  H4 0.975, C19 1.333, N22 1.376
3 C -1.407 -1.589 -0.020  N6 1.463, C15 1.352, C19 1.471
4 H -0.846 -0.947 3.047  N2 0.975
5 H -0.943 2.123 -1.549  C10 1.043
6 N -2.313 -2.416 0.777  C3 1.463, N22 1.258
7 H -1.711 1.070 -0.529  C10 1.003
8 C 0.425 0.003 0.702  C17 1.547, C19 1.409, C25 1.518
9 H 0.002 -0.306 -2.797  C12 1.136
10 C -0.834 1.527 -0.700  H5 1.043, H7 1.003, C17 1.555, H18 1.079
11 H 1.654 1.412 -2.264  C14 1.118
12 C 0.085 -0.651 -1.718  H9 1.136, C15 1.555, C17 1.585, H21 1.191
13 H 1.573 1.608 1.579  C25 1.145
14 C 1.667 1.168 -1.173  H1 1.157, H11 1.118, C17 1.484, H20 1.082
15 C -1.110 -1.570 -1.339  C3 1.352, C12 1.555, H24 1.123
16 H 2.014 -0.078 2.106  C25 1.048
17 C 0.383 0.561 -0.740  C8 1.547, C10 1.555, C12 1.585, C14 1.484
18 H -0.516 2.358 -0.089  C10 1.079
19 C -0.565 -0.953 1.004  N2 1.333, C3 1.471, C8 1.409
20 H 1.833 2.149 -0.747  C14 1.082
21 H 0.990 -1.363 -1.411  C12 1.191
22 N -1.930 -2.342 1.973  N2 1.376, N6 1.258
23 H 0.517 0.657 2.680  C25 1.073
24 H -1.771 -2.071 -2.095  C15 1.123
25 C 1.216 0.560 1.871  C8 1.518, H13 1.145, H16 1.048, H23 1.073

Values from the calculation:
* F_max: 0.11670 Eh/bohr
* electronic energy: -514.880935 a.u.
* lowest unoccupied orbital energy (alpha / beta): 0.00511 / 0.00510 hartree
* SMILES: CC1=c2[nH]nnc2=CCC1(C)C

***

# 3
Here is C9H13N3O3 in the gas phase in a non-equilibrium geometry from the Open Molecules 2025 dataset. Energies are from the ωB97M-V functional and the def2-TZVPD basis.

Bonds (Å) are listed after each position.
Geometry (Å):
1 N 1.200 3.357 -0.446  C5 1.315, H8 0.976, H17 0.989
2 C 2.130 0.359 0.497  C15 1.320, C21 1.420, O28 1.535
3 C -1.664 0.043 0.562  H6 1.081, N18 1.465, H19 1.044, C24 1.576
4 H -1.461 1.465 2.410  C24 1.139
5 C 0.050 2.734 -0.306  N1 1.315, C9 1.543, O11 1.203
6 H -2.505 -0.412 1.066  C3 1.081
7 O 4.163 -0.982 -0.290  C21 1.210
8 H 1.439 3.889 -1.228  N1 0.976
9 C 0.035 1.875 0.975  C5 1.543, C15 1.487, H23 1.071, C24 1.555
10 H -0.304 -2.576 -2.033  C14 1.188
11 O -0.847 2.791 -1.105  C5 1.203
12 H -2.071 2.135 0.998  C24 0.995
13 H 1.225 -2.486 1.402  C22 1.171
14 C -0.024 -1.534 -1.535  H10 1.188, H20 1.181, H26 1.201, N27 1.495
15 C 0.858 0.693 0.606  C2 1.320, C9 1.487, N18 1.799
16 H 0.401 -3.602 0.458  C22 0.993
17 H 1.769 3.622 0.318  N1 0.989
18 N -0.364 -0.627 0.650  C3 1.465, C15 1.799, N27 1.276
19 H -1.964 0.311 -0.401  C3 1.044
20 H 0.990 -1.084 -1.939  C14 1.181
21 C 3.391 -0.113 0.045  C2 1.420, O7 1.210, O28 1.316
22 C 0.801 -2.702 0.332  H13 1.171, H16 0.993, H25 1.041, N27 1.467
23 H 0.306 2.271 1.933  C9 1.071
24 C -1.425 1.429 1.272  C3 1.576, H4 1.139, C9 1.555, H12 0.995
25 H 1.596 -2.660 -0.338  C22 1.041
26 H -0.868 -0.808 -1.983  C14 1.201
27 N -0.173 -1.675 -0.053  C14 1.495, N18 1.276, C22 1.467
28 O 3.446 1.145 0.424  C2 1.535, C21 1.316

Values from the calculation:
* F_max: 0.11917 Eh/bohr
* electronic energy: -740.518881 a.u.
* lowest unoccupied orbital energy: 0.01761 hartree
* SMILES: CN(C)N1CC[C@H](C(N)=O)/C1=C1\OC1=O

***

# 4
Here is 2 unconnected molecules or ions with the total composition C9H13N3O3 in a non-equilibrium geometry from the Open Molecules 2025 dataset. Energies are from the ωB97M-V functional and the def2-TZVPD basis.

Bonds (Å) are listed after each position.
Geometry (Å):
1 H -0.110 2.498 2.220  N6 1.083
2 H 2.112 -2.317 -2.320  C20 1.040
3 O 1.065 -3.009 -0.172  C4 1.325, C17 1.438
4 C 1.367 -1.765 -0.515  O3 1.325, C20 1.421, C24 1.428
5 H -2.171 1.468 -1.531  C7 1.050
6 N 0.184 1.580 1.725  H1 1.083, C19 1.245
7 C -2.059 1.497 -0.488  H5 1.050, N16 1.302, N28 1.377
8 H -0.560 -2.743 1.128  C17 1.058
9 C 1.129 0.627 -0.181  C12 1.406, C19 1.435, C24 1.394
10 O -1.647 -0.757 -0.135  N16 1.305
11 H -2.830 3.383 -0.367  N28 1.000
12 C 1.734 0.834 -1.434  C9 1.406, H23 1.155, C25 1.331
13 H 0.042 -4.494 0.820  C17 1.180
14 H 0.646 2.793 0.129  C19 1.144
15 O -2.350 0.536 1.567  N16 1.365, H21 0.998
16 N -2.094 0.413 0.232  C7 1.302, O10 1.305, O15 1.365
17 C 0.293 -3.354 0.991  O3 1.438, H8 1.058, H13 1.180, H18 1.171
18 H 0.990 -3.198 1.920  C17 1.171
19 C 0.596 1.734 0.560  N6 1.245, C9 1.435, H14 1.144
20 C 1.841 -1.449 -1.816  H2 1.040, C4 1.421, C25 1.383
21 H -2.275 -0.425 1.829  O15 0.998
22 H 2.607 0.047 -3.273  C25 1.168
23 H 2.083 1.924 -1.586  C12 1.155
24 C 1.009 -0.667 0.323  C4 1.428, C9 1.394, H27 1.100
25 C 2.084 -0.158 -2.249  C12 1.331, C20 1.383, H22 1.168
26 H -2.083 2.917 1.060  N28 0.975
27 H 0.778 -0.583 1.395  C24 1.100
28 N -2.381 2.666 0.166  C7 1.377, H11 1.000, H26 0.975

Values from the calculation:
* F_max: 0.09484 Eh/bohr
* electronic energy: -740.524073 a.u.
* lowest unoccupied orbital energy: 0.02317 hartree
* SMILES: [H]/N=C/c1cccc(OC)c1.N/C=[N+](/[O-])O

***

# 5
Here is a gas-phase ion, C9H13N4 (charge +1) in a non-equilibrium geometry from the Open Molecules 2025 dataset. Energies are from the ωB97M-V functional and the def2-TZVPD basis.

Bonds (Å) are listed after each position.
Geometry (Å):
1 C 0.418 -1.710 0.940  N5 1.425, N8 1.466, H10 1.103, H18 1.094
2 H -4.396 0.831 2.183  C9 1.091
3 H 1.921 -1.791 -2.009  C14 1.083
4 C 1.651 0.102 -1.090  C11 1.407, C14 1.436, N16 1.369
5 N 1.015 -2.145 -0.279  C1 1.425, C14 1.274
6 H 3.122 1.598 -3.889  C19 1.083
7 H -4.978 -0.649 1.404  C9 1.091
8 N -0.783 -0.915 0.671  C1 1.466, H21 1.016, C22 1.302
9 C -4.140 -0.201 1.941  H2 1.091, H7 1.091, H13 1.087, N24 1.445
10 H 1.122 -1.113 1.545  C1 1.103
11 C 1.317 1.113 -0.170  C4 1.407, H17 1.074, C26 1.413
12 C 2.324 2.072 -1.888  N16 1.368, C19 1.452, C26 1.369
13 H -3.978 -0.753 2.864  C9 1.087
14 C 1.506 -1.326 -1.123  H3 1.083, C4 1.436, N5 1.274
15 H -3.008 0.300 0.257  N24 1.015
16 N 2.170 0.745 -2.182  C4 1.369, C12 1.368, C19 1.464
17 H 0.830 1.005 0.782  C11 1.074
18 H 0.133 -2.599 1.508  C1 1.094
19 C 3.263 1.478 -2.823  H6 1.083, C12 1.452, N16 1.464, H23 1.088
20 H 1.784 3.291 -0.146  C26 1.070
21 H -0.746 -0.397 -0.202  N8 1.016
22 C -1.860 -0.894 1.403  N8 1.302, N24 1.307, H25 1.087
23 H 4.289 1.306 -2.506  C19 1.088
24 N -2.950 -0.229 1.122  C9 1.445, H15 1.015, C22 1.307
25 H -1.849 -1.464 2.328  C22 1.087
26 C 1.825 2.344 -0.642  C11 1.413, C12 1.369, H20 1.070

Values from the calculation:
* F_max: 0.08829 Eh/bohr
* total charge: +1
* electronic energy: -569.298821 a.u.
* spin multiplicity: 3
* lowest unoccupied orbital energy (alpha / beta): -0.10651 / -0.21102 hartree

***

# 6
Here is 2 unconnected molecules or ions with the total composition C9H13NO in a non-equilibrium geometry from the Open Molecules 2025 dataset. Energies are from the ωB97M-V functional and the def2-TZVPD basis.

Bonds (Å) are listed after each position.
Geometry (Å):
1 O -1.018 -0.549 2.250  C14 1.182
2 C 2.945 -0.657 -1.214  C3 1.420, H6 1.108, C23 1.410
3 C 1.953 -0.267 -2.152  C2 1.420, H4 1.116, C20 1.451
4 H 2.000 -0.965 -3.021  C3 1.116
5 C 1.111 1.372 -0.586  H17 1.211, C20 1.414, C21 1.328
6 H 3.590 -1.495 -1.546  C2 1.108
7 N -2.582 -0.562 0.704  H11 1.006, C12 1.485, C14 1.332
8 H 3.759 -0.201 0.822  C23 1.126
9 H -0.780 0.673 -0.692  C18 1.073
10 H 0.223 -0.554 -0.027  C18 1.110
11 H -2.533 -0.648 -0.297  N7 1.006
12 C -3.753 -0.906 1.550  N7 1.485, H13 1.151, H19 1.142, H24 1.154
13 H -4.721 -0.419 1.163  C12 1.151
14 C -1.366 -0.264 1.156  O1 1.182, N7 1.332, C18 1.399
15 H 2.319 1.807 1.117  C21 1.182
16 H 0.208 1.101 -2.532  C20 1.081
17 H 0.299 2.216 -0.279  C5 1.211
18 C -0.450 0.283 0.251  H9 1.073, H10 1.110, C14 1.399, H22 1.085
19 H -3.412 -0.546 2.579  C12 1.142
20 C 0.946 0.729 -1.835  C3 1.451, C5 1.414, H16 1.081
21 C 2.065 1.023 0.270  C5 1.328, H15 1.182, C23 1.422
22 H 0.201 0.969 0.783  C18 1.085
23 C 2.918 -0.099 0.081  C2 1.410, H8 1.126, C21 1.422
24 H -3.924 -2.043 1.455  C12 1.154

Values from the calculation:
* F_max: 0.11973 Eh/bohr
* electronic energy: -480.563653 a.u.
* lowest unoccupied orbital energy: 0.02158 hartree
* SMILES: CNC(C)=O.c1ccccc1